The following is a DFT calculation (ωB97M-V/def2-TZVPD) of a single C3H7NO2S molecule in a non-equilibrium geometry.

XYZ file:
```
14
C3H7NO2S (ωB97M-V/def2-TZVPD)
C -2.3967 -0.1143 -0.4994
C 0.4599 -0.7113 -0.2414
C 0.8315 1.1893 0.5490
H -2.6624 -0.5165 -1.4801
H -3.3754 -0.3561 0.0096
H -1.9992 0.8505 -0.5578
H 1.7971 0.7877 1.0144
H -0.0799 0.8993 1.3853
H 0.8715 2.4356 0.6138
H 3.1781 -1.4814 -0.0088
N 1.4418 -1.5447 0.0190
O 0.5829 0.6455 -0.7484
O 2.5259 -0.8949 -0.3763
S -1.1751 -1.1887 0.3211
```

Properties
relative energy (zero: lowest compared OMol25 entry of this formula, charge and spin): 119.6 kcal per mole
LUMO level: 0.7 eV
frontier orbital gap: 9.250 eV
F_max: 5.61 eV/Å

The following is a DFT calculation (ωB97M-V/def2-TZVPD) of a single C3H7NO2S molecule in a non-equilibrium geometry.

XYZ file:
```
14
C3H7NO2S (ωB97M-V/def2-TZVPD)
C 0.4280 0.4925 0.4206
C 1.2489 -0.7552 0.9867
S 2.5761 -1.2535 -0.3084
N -0.9468 0.1051 -0.0060
C -1.5404 0.8105 -1.1027
O -2.7749 0.1680 -1.2253
O -1.2440 1.9526 -1.5151
H 0.3807 1.4617 1.0368
H 0.9346 0.8773 -0.5661
H 0.5650 -1.5184 1.1242
H 1.7069 -0.4803 1.9097
H 3.2893 -2.0334 0.6147
H -1.3091 -0.7904 0.0538
H -3.3142 0.9634 -1.4229
```

Properties
relative energy (zero: lowest compared OMol25 entry of this formula, charge and spin): 33.2 kcal per mole
LUMO level: 0.6 eV
frontier orbital gap: 10.035 eV
F_max: 4.67 eV/Å

The following is a DFT calculation (ωB97M-V/def2-TZVPD) of a single C3H7NO2S2 molecule in a non-equilibrium geometry.

XYZ file:
```
15
C3H7NO2S2 (ωB97M-V/def2-TZVPD)
C -1.8629 0.2280 -0.2919
C 2.2941 -0.8246 0.4173
C -0.5390 -0.7249 -0.3696
N -1.7325 1.4570 -0.7391
O 1.0262 1.4862 -0.2667
O 0.3421 0.2168 1.8321
S -3.2410 -0.5169 0.2589
S 0.7643 0.2011 0.4464
H 2.9412 -0.0045 0.1058
H 2.3826 -1.1926 1.3954
H 2.0859 -1.5641 -0.4354
H -0.7862 -1.5228 0.4035
H -0.3466 -1.1979 -1.3921
H -0.8517 1.9092 -0.6222
H -2.4764 2.0498 -0.7425
```

Properties
relative energy (zero: lowest compared OMol25 entry of this formula, charge and spin): 42.7 kcal per mole
LUMO level: 0.3 eV
frontier orbital gap: 8.884 eV
F_max: 4.13 eV/Å

The following is a DFT calculation (ωB97M-V/def2-TZVPD) of a molecular structure, C3H7NO2Se in a non-equilibrium geometry.

XYZ file:
```
14
C3H7NO2Se (ωB97M-V/def2-TZVPD)
C 0.6223 1.1814 0.2975
C -1.0679 -0.7174 0.9738
C 0.6638 -0.3410 0.2622
N 0.9514 -0.9023 -0.9939
O 0.0184 1.7731 1.1548
O 1.0081 1.8021 -0.9357
Se -2.3741 -0.2560 -0.3802
H -0.8736 -1.7777 1.2236
H -1.1771 0.1223 1.6085
H 1.3611 -0.6283 1.0180
H 1.2350 -1.8061 -1.0268
H 1.5687 1.2768 -1.4636
H 0.1631 -0.7598 -1.5739
H -2.0990 1.0330 -0.1643
```

Properties
relative energy (zero: lowest compared OMol25 entry of this formula, charge and spin): 24.7 kcal per mole
LUMO level: 0.7 eV
frontier orbital gap: 9.314 eV
F_max: 4.59 eV/Å